(1)
Molecular formula: C18H24F5N3O21
Method: DFT, ωB97M-V with the def2-TZVPD basis set

Geometry (Å):
C (-0.1678, -0.4521, -0.7569)
N (1.3037, -0.5314, -1.2608)
O (2.1991, -0.5305, -0.4902)
O (1.5140, -0.8353, -2.4274)
H (-0.1981, 0.6102, -0.5149)
H (-0.3369, -1.0539, 0.1360)
H (-0.8250, -0.7750, -1.5644)
C (4.9280, 0.3338, -1.1912)
N (5.0432, -1.0427, -0.7686)
O (5.1381, -1.8825, -1.6348)
O (5.2038, -1.2306, 0.4468)
H (5.8888, 0.8046, -1.3994)
H (4.4553, 0.8492, -0.3551)
H (4.1250, 0.3270, -1.9283)
C (-1.3731, -5.5298, -0.8183)
N (-0.5025, -4.6362, -0.0161)
O (-0.1448, -3.6331, -0.4773)
O (-0.0041, -5.2006, 0.8773)
H (-1.6537, -6.4608, -0.3258)
H (-1.0026, -5.7653, -1.8160)
H (-2.3332, -5.0582, -1.0279)
C (-4.7247, -4.5361, -2.9370)
C (-5.9165, -3.6536, -3.1889)
O (-5.4360, -2.4018, -2.8814)
C (-4.1089, -2.3992, -2.8873)
O (-3.3424, -1.4183, -2.8291)
O (-3.6471, -3.6581, -3.2118)
F (-6.8425, -4.0816, -2.2689)
H (-4.5637, -5.3573, -3.6355)
H (-4.6859, -4.8134, -1.8836)
H (-6.1911, -3.8088, -4.2323)
C (-2.0930, 4.8100, -2.3963)
C (-1.3121, 4.0140, -1.3038)
O (-0.0623, 4.5216, -1.5763)
C (-0.1610, 5.8583, -1.8699)
O (0.7658, 6.6073, -2.0302)
O (-1.3690, 6.0227, -2.3825)
F (-1.2712, 2.6956, -1.4733)
H (-3.1070, 4.9074, -2.0084)
H (-2.3056, 4.2166, -3.2856)
H (-1.6390, 4.1799, -0.2773)
C (-3.3027, -1.1356, 2.9544)
C (-1.9186, -1.5410, 2.7826)
O (-1.3245, -0.3578, 2.3168)
C (-2.2676, 0.4979, 1.8288)
O (-2.0580, 1.3219, 0.9793)
O (-3.5075, 0.1016, 2.3136)
F (-1.8132, -2.5176, 1.8599)
H (-3.7314, -1.2503, 3.9500)
H (-3.8754, -1.9190, 2.4579)
H (-1.4541, -1.8618, 3.7151)
C (1.7737, -0.3719, 2.5065)
C (3.2205, 0.0314, 2.4084)
O (3.7375, 0.1929, 3.7004)
C (2.8755, -0.3343, 4.5481)
O (2.9366, -0.4738, 5.7238)
O (1.6966, -0.6351, 3.8784)
F (3.3677, 1.1696, 1.7209)
H (1.4957, -1.2773, 1.9670)
H (1.1775, 0.4734, 2.1628)
H (3.8673, -0.7701, 2.0514)
C (3.4620, 4.4572, 1.6629)
C (3.5093, 4.2748, 0.1830)
O (2.5194, 3.3157, 0.0738)
C (1.6586, 3.3495, 1.1472)
O (0.6785, 2.6398, 1.2730)
O (2.1029, 4.3225, 1.9435)
F (4.7746, 3.8426, 0.0002)
H (3.7433, 5.4868, 1.8841)
H (4.0328, 3.7886, 2.3073)
H (3.3786, 5.1679, -0.4281)

Calculated values
- Total charge: +1
- Highest occupied orbital energy (spin up / spin down): -13.22 / -13.22 eV
- HOMO-LUMO gap (spin up / spin down): 7.73 / 3.17 eV
- Strongest force on any atom: 0.104 Eh/bohr
- Multiplicity: 2

Here are the Löwdin charges for atoms 1 to 4, given in e:
1 C 0.0978
2 N -0.3825
3 O 0.0394
4 O 0.0841

(2)
Molecular formula: C18H24N2O2
Method: DFT, ωB97M-V with the def2-TZVPD basis set

Geometry (Å):
C (1.9540, -3.2701, 3.1572)
C (0.9807, -2.3451, 3.7652)
C (1.1533, -0.9609, 3.4000)
C (2.5696, -0.2607, 3.9480)
C (3.7547, -0.0178, 2.8007)
C (3.6677, 1.0787, 2.0257)
N (2.4428, 1.1850, 1.3112)
C (2.1556, 0.5358, 0.1600)
C (1.0342, 0.2943, -0.4729)
C (0.0371, 1.1793, -0.0868)
C (-1.2284, 1.5464, -0.8351)
C (-1.6755, 0.6219, -1.9505)
C (-2.7266, 0.8283, -2.6835)
C (-3.9333, 1.6272, -1.9901)
N (-4.7864, 2.4237, -1.6926)
C (-3.0591, 0.1328, -3.7816)
O (-2.2094, -0.7226, -4.5104)
O (-4.3238, 0.2376, -4.2863)
C (-4.4435, -0.3437, -5.6426)
C (-4.0805, 0.3669, -6.6153)
C (0.0440, 2.0676, 1.1365)
C (1.3202, 1.8635, 1.7252)
H (1.9735, -3.0013, 2.1314)
H (3.1977, -3.1360, 3.4609)
H (1.7546, -4.2378, 3.2479)
H (-0.0412, -2.7538, 3.8833)
H (1.2419, -2.4751, 5.0571)
H (0.4218, -0.4791, 4.1698)
H (0.9432, -0.6768, 2.5174)
H (2.2213, 0.6746, 4.5967)
H (2.9691, -0.9661, 4.8336)
H (4.6390, -0.1439, 3.4382)
H (3.4984, -0.9337, 2.4159)
H (3.5674, 1.7603, 2.7387)
H (4.5197, 1.1375, 1.2622)
H (3.0460, -0.0356, -0.0853)
H (0.9919, 0.0320, -1.3996)
H (-2.1082, 2.0216, -0.1929)
H (-0.9082, -0.0911, -2.4909)
H (-4.1348, -1.3565, -5.6999)
H (-5.6271, -0.2471, -5.6400)
H (-2.9921, 0.4188, -6.7317)
H (-4.4256, -0.0559, -7.5739)
H (-4.2651, 1.3126, -6.9263)
H (-0.7158, 2.6081, 1.4804)
H (1.5849, 2.5562, 2.6249)

Calculated values
- Highest occupied orbital energy: -7.41 eV
- ΔE to the lowest compared entry with this formula, charge and spin: 359.0 kcal/mol
- HOMO-LUMO gap: 6.88 eV
- Strongest force on any atom: 0.282 Eh/bohr

Here are the Löwdin charges for atoms 1 to 4, given in e:
1 C -0.1338
2 C -0.3341
3 C -0.2209
4 C -0.1048

(3)
Molecular formula: C18H24N2O2S
Method: DFT, ωB97M-V with the def2-TZVPD basis set

Geometry (Å):
O (-1.2422, -1.0440, -1.0238)
C (-1.0986, -1.5987, 0.0446)
C (-2.2251, -2.3991, 0.6936)
C (-3.1846, -1.4595, 1.4409)
N (-3.6674, -0.4226, 0.5729)
C (-4.6145, -0.6236, -0.3932)
S (-5.5074, -1.9731, -0.5864)
O (-4.7383, 0.4856, -1.1457)
C (-3.8423, 1.3991, -0.6768)
C (-3.5930, 2.6778, -1.1249)
C (-2.6225, 3.3992, -0.4429)
C (-1.9440, 2.8601, 0.6413)
C (-2.1948, 1.5721, 1.0912)
C (-3.1509, 0.8436, 0.4089)
N (0.0224, -1.5164, 0.7958)
C (1.2819, -0.9254, 0.3348)
C (1.8950, -1.8573, -0.7222)
C (3.0674, -1.2982, -1.5229)
C (4.3428, -0.9966, -0.7385)
C (4.2739, 0.1384, 0.2902)
C (3.5197, 1.3921, -0.1718)
C (2.0903, 1.5172, 0.3627)
C (1.0611, 0.5119, -0.1564)
H (-1.8440, -3.1503, 1.3845)
H (-2.7864, -2.8937, -0.1009)
H (-4.0484, -2.0329, 1.7920)
H (-2.6875, -0.9870, 2.2910)
H (-4.1280, 3.0886, -1.9644)
H (-2.3933, 4.4034, -0.7631)
H (-1.1989, 3.4549, 1.1474)
H (-1.6666, 1.1620, 1.9378)
H (0.0817, -2.1036, 1.6122)
H (1.9177, -0.9000, 1.2230)
H (1.0998, -2.0994, -1.4312)
H (2.2011, -2.7862, -0.2321)
H (3.3211, -2.0452, -2.2801)
H (2.7483, -0.4061, -2.0591)
H (5.1122, -0.7398, -1.4718)
H (4.6741, -1.9050, -0.2292)
H (3.8378, -0.2216, 1.2219)
H (5.3056, 0.4140, 0.5236)
H (3.5131, 1.4435, -1.2607)
H (4.0641, 2.2717, 0.1813)
H (1.7272, 2.5148, 0.1016)
H (2.1205, 1.4611, 1.4548)
H (0.0816, 0.8408, 0.1935)
H (1.0178, 0.5337, -1.2437)

Calculated values
- Highest occupied orbital energy: -7.96 eV
- ΔE to the lowest compared entry with this formula, charge and spin: 18.7 kcal/mol
- HOMO-LUMO gap: 8.46 eV
- Strongest force on any atom: 0.023 Eh/bohr

Here are the Löwdin charges for atoms 1 to 4, given in e:
1 O 0.0880
2 C -0.4990
3 C -0.0742
4 C -0.1415

(4)
Molecular formula: C18H24N2O5S
Method: DFT, ωB97M-V with the def2-TZVPD basis set

Geometry (Å):
C (-0.3134, 1.5700, 3.0943)
C (-0.5178, 1.8866, 1.6207)
O (-0.6363, 0.6852, 0.8585)
C (-1.8131, 0.0539, 0.8819)
O (-2.8295, 0.5338, 1.3326)
C (-1.7205, -1.2659, 0.2545)
C (-0.5444, -2.0526, 0.0724)
S (1.0830, -1.6531, 0.6437)
O (1.9448, -2.7818, 0.4296)
O (1.0516, -1.1378, 1.9800)
N (1.5358, -0.4700, -0.4732)
C (2.3900, 0.5609, -0.0930)
C (3.3991, 0.3438, 0.8292)
C (4.2544, 1.3753, 1.1823)
C (4.1077, 2.6204, 0.6044)
C (3.1077, 2.8481, -0.3319)
C (2.2416, 1.8289, -0.6886)
O (1.2253, 1.9194, -1.6103)
C (0.9658, 3.1508, -2.2503)
C (0.1749, 4.1237, -1.3798)
C (-0.9256, -3.2197, -0.5439)
C (-0.1190, -4.3912, -0.9624)
N (-2.2777, -3.1634, -0.7526)
C (-3.0379, -4.2145, -1.3714)
C (-2.7773, -1.9964, -0.2602)
C (-4.2163, -1.6362, -0.3202)
H (-1.2335, 1.1820, 3.5246)
H (0.4630, 0.8140, 3.1864)
H (-0.0196, 2.4687, 3.6291)
H (-1.4168, 2.4954, 1.4695)
H (0.3572, 2.3913, 1.2081)
H (0.7594, -0.1291, -1.0205)
H (3.4926, -0.6374, 1.2645)
H (5.0337, 1.2009, 1.9078)
H (4.7698, 3.4295, 0.8732)
H (3.0197, 3.8298, -0.7710)
H (0.3714, 2.8778, -3.1277)
H (1.8993, 3.6092, -2.5988)
H (-0.0548, 5.0192, -1.9510)
H (0.7405, 4.4054, -0.4953)
H (-0.7551, 3.6600, -1.0608)
H (0.9036, -4.2439, -0.6287)
H (-0.1277, -4.5011, -2.0473)
H (-0.5122, -5.3076, -0.5238)
H (-3.1138, -5.0774, -0.7057)
H (-4.0386, -3.8583, -1.6009)
H (-2.5538, -4.5317, -2.2956)
H (-4.8253, -2.3855, 0.1844)
H (-4.3527, -0.6844, 0.1843)
H (-4.5595, -1.5449, -1.3513)

Calculated values
- Highest occupied orbital energy: -8.03 eV
- ΔE to the lowest compared entry with this formula, charge and spin: 27.3 kcal/mol
- HOMO-LUMO gap: 8.55 eV
- Strongest force on any atom: 0.017 Eh/bohr

Here are the Löwdin charges for atoms 1 to 4, given in e:
1 C -0.0449
2 C -0.1970
3 O -0.0406
4 C -0.4362

(5)
Molecular formula: C18H24N2O5S
Method: DFT, ωB97M-V with the def2-TZVPD basis set

Geometry (Å):
C (0.7056, 4.9538, 0.3578)
C (0.8321, 3.5302, -0.1880)
C (2.1770, 3.2664, -0.8799)
C (2.2569, 3.9532, -2.2420)
C (1.0801, 3.5203, -3.1129)
C (-0.2287, 3.8361, -2.3929)
N (-0.2309, 3.1812, -1.1074)
S (-1.6508, 2.6531, -0.4332)
O (-1.9780, 3.3829, 0.7607)
O (-2.6265, 2.5842, -1.4827)
C (-1.1707, 0.9931, 0.0268)
C (-0.9919, 0.6504, 1.3520)
C (-0.5856, -0.6298, 1.7027)
C (-0.3723, -1.5465, 0.6846)
C (-0.5628, -1.1925, -0.6557)
C (-0.9581, 0.0806, -0.9951)
C (-0.2903, -2.3697, -1.5428)
C (0.1295, -3.4707, -0.5533)
N (0.0184, -2.8833, 0.7817)
C (0.2895, -3.5338, 1.9493)
O (0.2691, -2.9778, 3.0267)
C (0.5848, -5.0232, 1.8439)
C (-0.7312, -5.8198, 1.8776)
C (-1.4740, -5.4757, 3.1523)
O (-1.3132, -6.0107, 4.2122)
O (-2.3405, -4.4794, 2.9526)
H (0.8250, 5.6949, -0.4272)
H (1.4641, 5.1261, 1.1172)
H (-0.2776, 5.0699, 0.8063)
H (0.7258, 2.8367, 0.6548)
H (2.9863, 3.6091, -0.2340)
H (2.2853, 2.1887, -1.0213)
H (2.2371, 5.0366, -2.1148)
H (3.1996, 3.6931, -2.7277)
H (1.1030, 4.0360, -4.0738)
H (1.1392, 2.4456, -3.2944)
H (-1.0922, 3.4518, -2.9365)
H (-0.3454, 4.9236, -2.2900)
H (-1.1848, 1.3972, 2.1058)
H (-0.4413, -0.9083, 2.7323)
H (-1.1217, 0.3829, -2.0167)
H (0.4978, -2.1509, -2.2642)
H (-1.1848, -2.6482, -2.1016)
H (-0.5181, -4.3458, -0.6390)
H (1.1629, -3.7840, -0.7321)
H (1.1728, -5.2935, 2.7230)
H (1.1503, -5.2732, 0.9478)
H (-1.3646, -5.5686, 1.0270)
H (-0.5083, -6.8868, 1.8749)
H (-2.7483, -4.2054, 3.7893)

Calculated values
- Highest occupied orbital energy: -8.60 eV
- ΔE to the lowest compared entry with this formula, charge and spin: 0.0 kcal/mol
- HOMO-LUMO gap: 9.01 eV
- Strongest force on any atom: 0.019 Eh/bohr

Here are the Löwdin charges for atoms 1 to 4, given in e:
1 C -0.0328
2 C -0.3772
3 C -0.1442
4 C -0.1966

(6)
Molecular formula: C18H24N2O5S
Method: DFT, ωB97M-V with the def2-TZVPD basis set

Geometry (Å):
C (-5.5785, -1.3457, 1.7026)
O (-5.2164, -1.3536, 0.3403)
C (-3.9104, -1.2092, 0.0100)
C (-2.8702, -1.0510, 0.9232)
C (-1.5674, -0.9026, 0.4733)
C (-1.3046, -0.9237, -0.8796)
S (0.3438, -0.7057, -1.5142)
O (0.5917, 0.6849, -1.7755)
O (0.5387, -1.6267, -2.6023)
N (1.3015, -1.1301, -0.2111)
C (2.5512, -0.4076, -0.0385)
C (2.6290, 0.1068, 1.4068)
C (1.3602, 0.8672, 1.7675)
O (0.5870, 0.4756, 2.6198)
N (1.1952, 2.0302, 1.1050)
C (-0.0099, 2.8298, 1.2348)
C (-0.8387, 2.7813, -0.0061)
C (-2.0609, 2.2362, -0.2650)
C (-2.3129, 2.4676, -1.6387)
C (-1.2254, 3.1349, -2.1069)
O (-0.3348, 3.3373, -1.1278)
C (3.7685, -1.2356, -0.4947)
C (4.9872, -0.3424, -0.7179)
C (4.1148, -2.3711, 0.4672)
C (-2.3271, -1.0852, -1.7996)
C (-3.6251, -1.2250, -1.3603)
H (-5.1077, -2.1693, 2.2475)
H (-5.3199, -0.3963, 2.1811)
H (-6.6595, -1.4742, 1.7186)
H (-3.0560, -1.0332, 1.9850)
H (-0.7670, -0.7628, 1.1809)
H (1.3836, -2.1309, -0.1288)
H (2.4660, 0.4515, -0.7129)
H (3.4929, 0.7619, 1.5205)
H (2.7106, -0.7284, 2.1014)
H (1.7503, 2.2148, 0.2838)
H (-0.5761, 2.4248, 2.0757)
H (0.2838, 3.8643, 1.4506)
H (-2.7003, 1.7369, 0.4329)
H (-3.1805, 2.1718, -2.1914)
H (-0.9752, 3.5040, -3.0812)
H (3.4839, -1.6713, -1.4604)
H (5.8093, -0.9292, -1.1206)
H (4.7572, 0.4526, -1.4230)
H (5.3177, 0.1046, 0.2169)
H (4.8417, -3.0355, 0.0056)
H (4.5494, -1.9813, 1.3844)
H (3.2351, -2.9581, 0.7224)
H (-2.0827, -1.1037, -2.8494)
H (-4.4430, -1.3493, -2.0518)

Calculated values
- Highest occupied orbital energy: -8.35 eV
- ΔE to the lowest compared entry with this formula, charge and spin: 37.9 kcal/mol
- HOMO-LUMO gap: 9.04 eV
- Strongest force on any atom: 0.021 Eh/bohr

Here are the Löwdin charges for atoms 1 to 4, given in e:
1 C -0.0805
2 O -0.0753
3 C -0.2695
4 C -0.0087

(7)
Molecular formula: C18H24N4O6Pd
Method: DFT, ωB97M-V with the def2-TZVPD basis set

Geometry (Å):
Pd (-0.3824, -0.3247, -0.3172)
O (5.9176, 2.9858, 0.3380)
C (5.8848, 1.5898, 0.1189)
C (4.4603, 1.1367, -0.0385)
C (4.1807, -0.1987, -0.3040)
C (2.8628, -0.5861, -0.4332)
N (1.8416, 0.2599, -0.3204)
C (2.0990, 1.5461, -0.0736)
C (3.3999, 2.0174, 0.0768)
C (0.9135, 2.4485, 0.0297)
C (1.0310, 3.8174, 0.2109)
C (-0.1144, 4.5994, 0.3014)
C (0.0021, 6.0906, 0.4975)
O (0.9571, 6.4393, 1.4853)
C (-1.3446, 3.9707, 0.2062)
C (-1.3834, 2.5981, 0.0186)
N (-0.2846, 1.8582, -0.0647)
H (6.8301, 3.2621, 0.4570)
H (6.3330, 1.0476, 0.9594)
H (6.4406, 1.3182, -0.7857)
H (4.9737, -0.9283, -0.4095)
H (2.6031, -1.6168, -0.6413)
H (3.6040, 3.0554, 0.2848)
H (1.9973, 4.2933, 0.2938)
H (-0.9823, 6.5123, 0.7212)
H (0.3557, 6.5531, -0.4252)
H (0.6674, 6.0830, 2.3318)
H (-2.2679, 4.5307, 0.2794)
H (-2.3213, 2.0609, -0.0603)
O (-4.6662, -0.2323, 0.5225)
C (-3.4782, -0.2521, 0.3381)
O (-2.6718, -0.3333, -0.5932)
C (-2.4247, -0.7681, 2.9090)
O (-3.3170, -0.3077, 3.4881)
O (-1.4668, -1.2770, 2.4742)
C (-3.3142, -4.3959, -2.1240)
C (-2.3792, -4.1590, -0.9428)
C (-1.4634, -5.3643, -0.7525)
C (-3.2097, -3.9161, 0.3223)
N (-1.5607, -2.9928, -1.3313)
N (-0.6563, -2.5298, -0.3289)
H (-3.9589, -5.2547, -1.9334)
H (-2.7397, -4.5786, -3.0325)
H (-3.9533, -3.5255, -2.2880)
H (-2.0547, -6.2610, -0.5619)
H (-0.7942, -5.2297, 0.1005)
H (-0.8608, -5.5271, -1.6475)
H (-3.8317, -4.7879, 0.5339)
H (-3.8659, -3.0521, 0.2025)
H (-2.5874, -3.7526, 1.2058)
H (-2.1780, -2.2066, -1.5157)
H (0.1922, -3.0767, -0.3941)
H (-1.0340, -2.6391, 0.6118)

Calculated values
- Highest occupied orbital energy (spin up / spin down): -4.78 / -4.77 eV
- ΔE to the lowest compared entry with this formula, charge and spin: 61.9 kcal/mol
- HOMO-LUMO gap (spin up / spin down): 4.57 / 4.56 eV
- Strongest force on any atom: 0.051 Eh/bohr

Here are the Löwdin charges for atoms 1 to 4, given in e:
1 Pd 0.5368
2 O -0.0540
3 C -0.2107
4 C -0.1806

(8)
Molecular formula: C18H24N6O2
Method: DFT, ωB97M-V with the def2-TZVPD basis set

Geometry (Å):
C (-3.7276, 1.4466, -5.0567)
N (-3.4861, 0.7033, -3.8340)
C (-3.6941, -0.7286, -4.0019)
C (-2.4671, -1.4124, -4.6307)
C (-2.3986, -1.2528, -6.0602)
N (-2.3496, -1.1483, -7.1979)
C (-4.2649, 1.2180, -2.7178)
C (-3.6843, 0.7507, -1.3809)
O (-4.3746, 0.5090, -0.4172)
N (-2.3305, 0.6744, -1.4367)
C (-1.4189, 0.2810, -0.4556)
C (-0.0671, 0.2511, -0.7947)
C (0.8777, -0.1308, 0.1340)
C (0.4929, -0.4951, 1.4234)
N (1.4927, -0.8722, 2.3216)
C (1.3964, -1.2262, 3.6281)
O (0.3761, -1.3127, 4.2725)
C (2.7769, -1.5328, 4.2144)
N (3.7818, -0.6428, 3.6547)
C (5.1294, -1.1512, 3.8295)
C (3.6283, 0.7203, 4.1460)
C (3.9228, 1.7595, 3.0487)
C (5.3191, 1.8548, 2.7128)
N (6.4276, 1.9501, 2.4481)
C (-0.8571, -0.4658, 1.7622)
C (-1.8029, -0.0807, 0.8328)
H (-3.0908, 1.0575, -5.8482)
H (-3.4743, 2.4929, -4.8925)
H (-4.7732, 1.3840, -5.3885)
H (-4.5893, -0.9437, -4.6069)
H (-3.8433, -1.1648, -3.0111)
H (-2.5079, -2.4852, -4.4230)
H (-1.5539, -1.0076, -4.1869)
H (-4.2122, 2.3107, -2.7289)
H (-5.3268, 0.9331, -2.7579)
H (-1.9423, 0.8927, -2.3486)
H (0.2434, 0.5328, -1.7914)
H (1.9233, -0.1520, -0.1413)
H (2.4453, -0.8364, 1.9733)
H (3.0272, -2.5612, 3.9372)
H (2.7118, -1.4874, 5.3116)
H (5.8340, -0.4723, 3.3542)
H (5.2079, -2.1241, 3.3465)
H (5.4053, -1.2598, 4.8878)
H (2.5900, 0.8628, 4.4556)
H (4.2722, 0.9124, 5.0171)
H (3.3619, 1.5095, 2.1444)
H (3.5983, 2.7447, 3.3956)
H (-1.1596, -0.7461, 2.7570)
H (-2.8458, -0.0589, 1.1004)

Calculated values
- Highest occupied orbital energy: -8.18 eV
- ΔE to the lowest compared entry with this formula, charge and spin: 0.8 kcal/mol
- HOMO-LUMO gap: 8.61 eV
- Strongest force on any atom: 0.016 Eh/bohr

Here are the Löwdin charges for atoms 1 to 4, given in e:
1 C -0.0740
2 N -0.2504
3 C -0.1869
4 C -0.1488